[1]
Density functional theory data (ωB97M-V with the def2-TZVPD basis set) for a cluster of 2 separate species, C3H10NO in total.

Positions of all 15 atoms, in Å:
O -1.32 -0.21 -0.89
N -0.85 0.62 1.33
C 2.38 -2.14 -0.17
C -1.26 1.69 0.50
C -1.15 1.14 -0.95
H -0.71 2.63 0.67
H 3.20 -1.92 0.70
H -1.05 -0.35 0.11
H 1.73 -1.35 -0.51
H 3.03 -2.54 -0.97
H -0.13 1.35 -1.35
H -1.82 1.61 -1.69
H -2.31 1.97 0.66
H -1.53 0.36 2.05
H 1.79 -2.85 0.50

Computed properties:
* multiplicity: 2
* net charge: +2
* M: 76.12 g/mol
* HOMO (spin up / spin down): -20.1203 / -19.9586 eV
* ΔE to the lowest compared entry with this formula, charge and spin: 222.5 kcal/mol
* Kohn-Sham gap (spin up / spin down): 4.199 / 7.184 eV

Okay, here come the Mulliken numbers, in e, for every atom: -0.180, -0.429, -0.389, -0.235, -0.263, 0.365, 0.424, 0.461, 0.207, 0.374, 0.264, 0.377, 0.339, 0.310, 0.373


[2]
Density functional theory data (ωB97M-V with the def2-TZVPD basis set) for a structure of composition C11H14FKN2O7PS.

Positions of all 38 atoms, in Å:
K -2.15 2.62 2.67
S 1.56 1.71 1.04
P 0.68 -1.42 1.51
F 0.02 5.54 -0.18
O 2.29 1.23 2.16
O -0.25 -2.75 1.46
O -1.07 4.98 1.64
O -0.03 2.63 -1.53
O 2.20 -1.94 1.26
O -0.02 1.68 1.57
O 1.85 3.03 0.58
N -1.52 3.94 -0.36
N -0.96 -3.29 -1.50
C 1.57 0.51 -0.26
C -0.89 0.19 -0.28
C 1.32 -3.92 -1.04
C 0.46 -0.57 -0.17
C -0.74 2.73 -0.59
C -3.02 -1.21 0.54
C -2.08 -0.57 0.12
C -0.85 4.85 0.47
C -0.92 1.56 0.44
C 0.24 -2.91 -1.33
C 0.65 -1.44 -1.46
H 1.59 0.97 -1.24
H -1.92 1.67 0.85
H 1.71 -1.41 -1.73
H -1.02 0.43 -1.34
H -1.57 -2.50 -1.74
H 0.96 -4.61 -0.28
H 1.54 -4.45 -1.96
H -3.89 -1.69 0.93
H 0.11 -1.02 -2.32
H -0.87 -2.82 0.71
H 2.53 0.01 -0.10
H -2.39 3.66 0.07
H 2.23 -3.43 -0.71
H 2.61 -1.99 2.14

Computed properties:
* net charge: +1
* M: 407.38 g/mol
* HOMO: -11.6938 eV
* Kohn-Sham gap: 7.746 eV

Okay, here come the Mulliken numbers, in e, for every atom: 1.102, 1.337, 0.198, -0.168, -0.629, -0.523, -0.501, -0.373, -0.487, -0.554, -0.660, -0.293, -0.641, -1.677, 0.577, -1.329, 1.017, 0.085, 0.147, -2.050, 0.707, -1.469, 0.186, -0.806, 0.496, 1.842, 0.512, 0.570, 0.296, 0.277, 0.438, 0.493, 0.658, 0.356, 0.861, 0.336, 0.313, 0.357


no.,calculated total energy (eV)
1,-6782.3424
2,-68105.6225